{
  "formula": "C28H27BrN2O3P2Rh",
  "method": "ωB97M-V with the def2-TZVPD basis set",
  "multiplicity": 5,
  "total_charge": 1,
  "largest_force_ev_per_a": 0.43,
  "lumo_ev": [-2.24, -5.18],
  "orbital_gap_ev": [8.32, 6.73],
  "species": ["Rh", "O", "C", "O", "C", "P", "C", "C", "C", "C", "C", "C", "C", "C", "C", "C", "C", "C", "H", "H", "H", "H", "H", "H", "H", "H", "H", "H", "H", "H", "O", "C", "N", "C", "P", "C", "C", "C", "C", "C", "C", "C", "H", "H", "H", "H", "H", "H", "H", "H", "H", "H", "H", "Br", "C", "C", "C", "C", "C", "N", "H", "H", "H", "H"],
  "xyz": [[0.31524, -0.40157, -0.29879], [-3.33012, -2.00908, 1.07930], [-2.19568, -1.91740, 0.70405], [-1.57916, -0.75941, 0.50916], [-1.29869, -3.12622, 0.38861], [0.34886, -2.58797, 0.95382], [0.20173, -2.53758, 2.75270], [0.29715, -3.71650, 3.49804], [0.10245, -3.69189, 4.86795], [-0.20228, -2.49509, 5.50397], [-0.32702, -1.32797, 4.76697], [-0.12941, -1.34818, 3.39437], [1.60658, -3.79003, 0.49959], [1.49308, -4.45571, -0.72221], [2.50252, -5.29893, -1.15342], [3.63986, -5.47545, -0.37727], [3.76719, -4.80363, 0.83032], [2.75920, -3.96013, 1.26780], [-1.27636, -3.27984, -0.69314], [-1.66337, -4.02871, 0.87718], [0.52275, -4.65553, 3.00871], [0.17732, -4.60729, 5.43854], [-0.35778, -2.47751, 6.57415], [-0.59258, -0.40142, 5.25784], [-0.27547, -0.44242, 2.81740], [0.61593, -4.32364, -1.34320], [2.40199, -5.81913, -2.09614], [4.42561, -6.13783, -0.71335], [4.65217, -4.94117, 1.43686], [2.86556, -3.44763, 2.21609], [1.39999, 0.84785, -3.97948], [1.35147, 0.21884, -2.99893], [1.33718, -0.43611, -1.98306], [3.72517, -0.41563, 0.40552], [2.32429, 0.64806, 0.83464], [2.44062, 0.83200, 2.63752], [2.68833, 2.26967, 0.12835], [3.12664, 2.36435, -1.19172], [3.30606, 3.60453, -1.78252], [3.05517, 4.76191, -1.06013], [2.63793, 4.67805, 0.26107], [2.45270, 3.43908, 0.85340], [3.71969, -0.62655, -0.66207], [3.62357, -1.36364, 0.93668], [4.66553, 0.05943, 0.68763], [3.39468, 1.28890, 2.90446], [2.36931, -0.15404, 3.09611], [1.62724, 1.43867, 3.03014], [3.32613, 1.47034, -1.76884], [3.64286, 3.66468, -2.80827], [3.19340, 5.72897, -1.52425], [2.46513, 5.57937, 0.83363], [2.13816, 3.39613, 1.88858], [-2.13072, -0.28490, -2.67512], [-1.93742, 1.35789, -1.77076], [-2.81035, 2.38535, -2.09019], [-2.66501, 3.59036, -1.42906], [-1.66386, 3.72107, -0.47666], [-0.85028, 2.63491, -0.22808], [-0.97614, 1.46729, -0.86749], [-3.57924, 2.23193, -2.83207], [-3.32860, 4.41427, -1.65238], [-1.51517, 4.64207, 0.06752], [-0.06362, 2.68628, 0.50830]],
  "lowdin_spin": [2.5679, 0.0311, 0.0152, 0.2483, 0.0150, 0.1704, 0.0246, 0.0080, 0.0015, 0.0020, -0.0002, 0.0041, 0.0241, 0.0178, -0.0019, 0.0213, -0.0016, 0.0183, 0.0001, 0.0039, 0.0004, 0.0002, 0.0001, -0.0001, 0.0015, 0.0007, -0.0005, 0.0012, -0.0005, 0.0006, 0.1068, 0.1003, 0.2301, 0.0141, 0.1519, 0.0328, 0.0157, 0.0114, -0.0012, 0.0127, -0.0013, 0.0121, -0.0002, 0.0002, 0.0039, 0.0068, -0.0001, 0.0007, 0.0009, -0.0003, 0.0007, -0.0003, 0.0007, 0.0160, 0.0072, 0.0035, -0.0009, 0.0028, 0.0069, 0.0898, 0.0008, -0.0001, 0.0005, 0.0015]
}